(1)
6
Properties=species:S:1:pos:R:3:mulliken_charge:R:1 method="wB97M-V/def2-TZVPD" energy_ev=-10538.0515 fmax_ev_per_a=5.458 s2=2.014 lumo_ha="-0.209 / -0.256" spin_multiplicity=3 relative_energy_kj_mol=20.8 total_charge=+1
O -2.048 -0.356 0.647 -0.552
C -2.354 -1.469 0.468 0.667
C -3.437 -2.091 -0.072 0.094
O -4.258 -2.873 -0.379 -0.218
Li -3.845 0.601 -0.120 0.909
Hg -0.246 0.573 -0.386 0.101

(2)
6
Properties=species:S:1:pos:R:3:mulliken_charge:R:1 method="wB97M-V/def2-TZVPD" energy_ev=-22438.9145 fmax_ev_per_a=5.783 lumo_ha="-0.152 / -0.152" relative_energy_kj_mol=332.9 total_charge=0
C 0.178 1.284 0.135 0.363
C -1.324 -1.545 -0.166 -0.129
N -0.199 2.029 0.925 -0.218
N -2.335 -1.981 0.091 -0.313
P 0.765 0.305 -1.186 0.152
I 2.915 -0.092 0.201 0.146

(3)
8
Properties=species:S:1:pos:R:3:mulliken_charge:R:1 method="wB97M-V/def2-TZVPD" energy_ev=-10674.8313 fmax_ev_per_a=1.440 s2=0.750 lumo_ha="0.075 / 0.075" spin_multiplicity=2 relative_energy_kj_mol=152.9 total_charge=-1
O -0.304 0.479 0.308 -0.795
Li -1.168 2.185 0.306 0.796
O 0.207 -0.265 2.388 -0.712
O -1.158 1.485 2.060 -0.937
C -0.398 0.529 1.638 0.831
C 0.528 -1.257 -0.919 0.188
O 0.695 -1.130 -2.061 0.315
Li 1.598 -2.025 -3.721 -0.686

(4)
11
Properties=species:S:1:pos:R:3:mulliken_charge:R:1 method="wB97M-V/def2-TZVPD" energy_ev=-84930.5888 fmax_ev_per_a=0.874 s2=8.757 lumo_ha="0.192 / 0.191" spin_multiplicity=6 relative_energy_kj_mol=0.0 total_charge=-2
Mn 0.438 -0.275 0.334 0.549
S 2.648 -0.695 -0.533 -0.392
S 3.347 -2.096 0.843 -0.150
S 2.823 -1.261 2.645 -0.157
S 0.746 -1.278 2.504 -0.388
O -3.248 0.224 -1.373 -0.661
C -2.137 0.303 -0.863 0.628
O -1.591 -0.586 -0.109 -0.705
C -1.249 1.595 -1.107 0.616
O -1.736 2.569 -1.668 -0.661
O -0.041 1.503 -0.673 -0.679

(5)
7
Properties=species:S:1:pos:R:3:mulliken_charge:R:1 method="wB97M-V/def2-TZVPD" energy_ev=-37554.9799 fmax_ev_per_a=3.239 lumo_ha="-0.087 / -0.088" relative_energy_kj_mol=279.6 total_charge=0
C -0.467 -1.111 0.741 0.408
C 0.161 1.482 -0.441 0.354
N 0.294 -1.375 -0.156 0.138
N 1.002 -0.958 -1.116 -0.556
S -1.448 -1.172 1.964 -0.311
S -0.618 2.462 0.493 -0.136
S 1.076 0.673 -1.484 0.104

(6)
7
Properties=species:S:1:pos:R:3:mulliken_charge:R:1 method="wB97M-V/def2-TZVPD" energy_ev=-10074.0970 fmax_ev_per_a=5.409 s2=2.027 lumo_ha="-0.037 / -0.132" spin_multiplicity=3 relative_energy_kj_mol=24.5 total_charge=0
C -0.207 -0.827 0.077 0.616
C 1.991 0.095 0.051 0.395
N -1.388 -1.062 0.191 -0.397
N 3.112 0.245 0.127 -0.337
N -1.872 1.374 -0.184 0.120
N 0.766 -0.212 -0.270 -0.298
O -2.402 0.387 0.008 -0.099

(7)
8
Properties=species:S:1:pos:R:3:mulliken_charge:R:1 method="wB97M-V/def2-TZVPD" energy_ev=-12124.4926 fmax_ev_per_a=3.683 lumo_ha=-0.044 relative_energy_kj_mol=12.5 total_charge=0
C -0.034 -0.633 0.087 0.069
C 0.027 0.826 0.007 1.052
N -2.187 -0.320 -0.059 -0.153
N -1.286 -1.079 -0.010 0.128
N 1.218 -1.095 0.035 0.112
N 2.179 -0.386 -0.073 -0.158
O 1.187 1.314 -0.002 -0.520
O -1.104 1.374 0.016 -0.529

(8)
6
Properties=species:S:1:pos:R:3:mulliken_charge:R:1 method="wB97M-V/def2-TZVPD" energy_ev=-18493.7839 fmax_ev_per_a=2.840 smiles="O=c1c(=O)n1[S-]" lumo_ha=0.139 relative_energy_kj_mol=194.1 total_charge=-1
O 0.715 1.864 0.032 -0.559
C 0.286 0.765 0.050 0.379
C 0.293 -0.688 0.074 0.412
O 0.874 -1.726 0.027 -0.581
N -0.861 0.002 -0.114 -0.164
S -2.860 -0.211 -0.014 -0.486